(1)
# C3H8N2O

An isolated molecule of C3H8N2O in a non-equilibrium geometry (wB97M-V/def2-TZVPD, the Open Molecules 2025 dataset).

Properties
structure (SMILES) = CC(=O)NCN
HOMO = -9.0694 eV

Each line ends with the Löwdin charge.
Element x y z (Å)
1 C 0.9203 1.0669 1.9873  0.00
2 C 0.2870 0.6414 0.5088  -0.56
3 O -0.4356 1.3792 -0.0579  0.05
4 N 0.7599 -0.5568 -0.0245  0.04
5 C -0.0803 -1.1006 -1.3433  -0.23
6 N -1.4656 -1.2264 -1.1576  0.00
7 H 0.1125 1.3592 2.5491  0.02
8 H 1.6598 0.3648 2.4626  0.07
9 H 1.6625 1.8634 1.7345  0.08
10 H 1.3597 -1.1215 0.6171  0.11
11 H 0.2217 -0.2404 -2.2092  0.17
12 H 0.4232 -1.9857 -1.5745  0.06
13 H -1.6989 -2.0004 -0.4839  0.11
14 H -2.0788 -0.4363 -1.2748  0.07


(2)
# C3H8N2O

An isolated molecule of C3H8N2O in a non-equilibrium geometry (wB97M-V/def2-TZVPD, the Open Molecules 2025 dataset).

Properties
structure (SMILES) = [H]/N=N/OC(C)C
HOMO = -9.9296 eV

Each line ends with the Löwdin charge.
Element x y z (Å)
1 H -1.1475 2.4489 2.8345  0.13
2 N -1.2683 1.4128 2.4593  0.06
3 N -0.6189 1.2597 1.4373  0.00
4 O -0.9158 -0.1550 0.8477  -0.12
5 C 0.0970 -0.6099 0.0236  -0.49
6 C -0.4981 -1.0742 -1.3962  -0.06
7 C 1.2514 0.3256 -0.3518  -0.09
8 H 0.5351 -1.5358 0.4444  0.13
9 H -0.7355 -0.2073 -1.9458  0.04
10 H 0.2191 -1.7467 -1.9816  0.09
11 H -1.4598 -1.7334 -1.1736  0.11
12 H 0.8551 1.3222 -0.6908  0.10
13 H 1.9408 -0.2720 -0.9894  0.10
14 H 1.7453 0.5650 0.4824  0.01


What is the HOMO in the second record?
-9.9296 eV


Which formula does entry 2 have?
C3H8N2O